No. 1
A structure of composition C26H58GaOP4 at a distorted geometry, computed with ωB97M-V/def2-TZVPD.

As for the total charge: +3. The energy relative to the best compared isomer or geometry (same formula, charge and spin) is 185.7 kJ/mol. For the HOMO energy (spin up / spin down), the calculation gives -14.8 / -14.8 eV. For the HOMO-LUMO gap (spin up / spin down), the calculation gives 4.691 / 4.692 eV.

Each line ends with the Löwdin charge.
Element x y z (Å)
Ga1 0.490 0.126 0.433  0.4565
P1 2.535 -1.651 1.824  0.8049
P2 2.145 1.729 -0.129  0.7754
P3 -0.094 -3.015 -0.332  0.8777
H1 0.016 1.372 -8.610  0.0634
C1 -0.933 0.841 -8.507  -0.0986
C2 -2.047 1.463 -8.103  -0.0867
H2 -2.057 2.533 -7.885  0.0603
C3 3.957 -2.352 0.933  -0.2268
C4 3.290 -0.501 3.012  -0.2490
C5 1.988 -2.972 2.987  -0.2296
C6 1.572 2.895 -1.410  -0.1917
C7 2.499 2.782 1.326  -0.2137
C8 3.776 1.132 -0.670  -0.2089
C9 -1.297 -2.929 -1.660  -0.1695
C10 -0.893 -3.891 1.023  -0.1814
C11 1.214 -4.112 -0.866  -0.1893
H3 -0.937 -0.218 -8.778  0.0619
H4 -2.997 0.931 -8.018  0.0589
H5 4.693 -2.714 1.654  0.0783
H6 4.429 -1.588 0.310  0.0381
H7 3.669 -3.184 0.282  0.0385
H8 3.926 -1.102 3.675  0.0773
H9 2.501 -0.018 3.611  0.0348
H10 3.899 0.263 2.512  0.0462
H11 2.560 -3.891 2.781  0.0725
H12 0.908 -3.173 2.934  0.0178
H13 2.234 -2.617 3.999  0.0639
H14 2.231 3.776 -1.433  0.0855
H15 0.542 3.222 -1.201  0.0578
H16 1.588 2.409 -2.398  0.0695
H17 3.421 3.356 1.145  0.0843
H18 2.632 2.161 2.221  0.0242
H19 1.665 3.482 1.507  0.0658
H20 4.437 1.970 -0.940  0.0889
H21 3.652 0.496 -1.554  0.0593
H22 4.266 0.541 0.115  0.0300
H23 -1.807 -3.910 -1.714  0.0958
H24 -0.812 -2.732 -2.629  0.0777
H25 -2.058 -2.152 -1.487  0.0609
H26 -1.607 -4.604 0.581  0.0906
H27 -1.451 -3.216 1.685  0.0549
H28 -0.156 -4.461 1.603  0.0591
H29 0.787 -4.935 -1.453  0.0937
H30 1.737 -4.515 0.007  0.0591
H31 1.916 -3.548 -1.490  0.0703
C12 -0.440 0.183 -2.744  -0.4541
C13 0.750 -0.361 -3.305  -0.0759
C14 0.854 -0.541 -4.682  -0.0733
C15 -0.218 -0.210 -5.515  -0.0647
C16 -1.400 0.305 -4.967  -0.0477
C17 -1.529 0.470 -3.596  -0.0092
O1 -0.559 0.444 -1.461  -0.2450
H32 0.641 -1.841 0.167  -0.1121
H33 1.564 -0.630 -2.629  0.0813
H34 1.760 -0.957 -5.129  0.1159
H35 -0.140 -0.340 -6.603  0.0832
H36 -2.212 0.592 -5.640  0.1001
H37 -2.437 0.858 -3.154  0.1130
C18 -2.629 2.323 0.089  -0.0855
C19 -1.520 2.533 1.127  -0.4924
C20 -1.883 3.646 2.108  -0.0788
P4 -1.106 0.891 1.963  1.0481
C21 -0.242 1.083 3.608  -0.5045
C22 -0.749 2.139 4.599  -0.0720
C23 -0.113 -0.257 4.340  -0.1009
C24 -2.564 -0.176 2.279  -0.5174
C25 -3.553 0.522 3.209  -0.0596
C26 -3.238 -0.769 1.043  -0.0901
H38 -3.616 2.136 0.552  0.0957
H39 -2.380 1.486 -0.588  0.0546
H40 -2.704 3.251 -0.502  0.1118
H41 -0.580 2.774 0.603  0.0605
H42 -2.659 3.276 2.799  0.0786
H43 -1.014 3.990 2.686  0.0696
H44 -2.262 4.524 1.559  0.1126
H45 0.751 1.414 3.254  0.0709
H46 -1.826 2.052 4.833  0.0921
H47 -0.180 2.004 5.530  0.1040
H48 -0.560 3.165 4.260  0.0664
H49 0.341 -1.044 3.725  0.0359
H50 0.512 -0.121 5.232  0.1087
H51 -1.102 -0.599 4.666  0.0915
H52 -2.075 -0.983 2.841  0.0865
H53 -3.663 1.593 2.989  0.0734
H54 -4.537 0.055 3.109  0.1085
H55 -3.246 0.418 4.253  0.0841
H56 -2.510 -1.068 0.282  0.0323
H57 -3.825 -1.654 1.324  0.1069
H58 -3.931 -0.051 0.594  0.0883



No. 2
A cluster of 3 separate species, C24H50BIN4O6 in total at a distorted geometry, computed with ωB97M-V/def2-TZVPD.

The energy relative to the best compared isomer or geometry (same formula, charge and spin) is 25.3 kJ/mol. For the HOMO energy (spin up / spin down), the calculation gives -8.3 / -9.2 eV. The spin multiplicity is 3. For the HOMO-LUMO gap (spin up / spin down), the calculation gives 8.550 / 9.404 eV.

Each line ends with the Löwdin charge.
Element x y z (Å)
C1 4.023 -5.275 -3.659  -0.0436
C2 4.494 -3.821 -3.516  -0.4066
O1 4.698 -3.477 -2.159  -0.0421
C3 3.505 -2.840 -4.235  -0.1701
N1 3.006 -1.765 -3.386  -0.0590
C4 1.576 -1.504 -3.553  -0.1961
C5 0.851 -2.481 -2.648  -0.2014
O2 -0.557 -2.475 -2.931  -0.0035
B1 -1.344 -3.499 -2.598  -0.9668
I1 -0.806 -5.071 -1.224  0.9017
C6 -2.809 -3.550 -3.214  -0.1877
O3 -3.038 -4.773 -3.943  -0.1424
N2 -2.738 -4.562 -5.308  -0.0354
O4 -3.412 -5.218 -5.985  0.0840
H1 2.939 -5.357 -3.720  0.0678
H2 4.463 -5.711 -4.553  0.0803
H3 4.364 -5.839 -2.793  0.0801
H4 5.465 -3.744 -4.001  0.1282
H5 4.049 -3.942 -1.633  0.0793
H6 3.961 -2.474 -5.157  0.1179
H7 2.642 -3.438 -4.529  0.0971
H8 3.529 -0.923 -3.568  0.1124
H9 1.268 -1.645 -4.595  0.1233
H10 1.364 -0.477 -3.266  0.1220
H11 1.041 -2.193 -1.615  0.1288
H12 1.270 -3.469 -2.821  0.0820
H13 -3.523 -3.581 -2.391  0.1078
H14 -3.026 -2.678 -3.827  0.0990
C7 -4.523 0.791 -1.945  -0.0298
C8 -3.026 0.852 -1.580  -0.4825
C9 -2.698 -0.244 -0.567  -0.1253
C10 -3.278 0.032 0.820  -0.1628
C11 -2.853 1.411 1.326  -0.1238
C12 -3.114 2.548 0.336  -0.4887
N3 -2.639 2.189 -1.037  -0.0819
O5 -1.359 2.345 -1.121  -0.0185
C13 -4.610 2.909 0.315  -0.0329
C14 -2.385 3.794 0.818  -0.0391
C15 -2.285 0.605 -2.889  -0.0324
H15 -4.688 -0.004 -2.672  0.0828
H16 -5.170 0.564 -1.101  0.0611
H17 -4.856 1.726 -2.396  0.0933
H18 -1.611 -0.349 -0.483  0.1206
H19 -3.075 -1.201 -0.942  0.1188
H20 -4.368 -0.050 0.808  0.1025
H21 -2.928 -0.732 1.517  0.1132
H22 -3.365 1.638 2.264  0.1275
H23 -1.784 1.385 1.559  0.0992
H24 -4.819 3.634 -0.473  0.0921
H25 -4.888 3.364 1.265  0.0852
H26 -5.271 2.057 0.180  0.0585
H27 -1.331 3.593 0.994  0.0615
H28 -2.817 4.123 1.763  0.0903
H29 -2.469 4.612 0.102  0.0937
H30 -2.546 1.367 -3.627  0.0966
H31 -2.570 -0.368 -3.289  0.0692
H32 -1.205 0.608 -2.765  0.0722
C16 1.986 -0.271 3.388  -0.0328
C17 1.805 1.090 2.687  -0.4860
C18 3.167 1.749 2.480  -0.1307
C19 3.787 2.249 3.784  -0.1708
C20 2.826 3.169 4.537  -0.1309
C21 1.427 2.580 4.737  -0.4954
N4 0.902 1.998 3.463  -0.0796
O6 0.457 2.938 2.698  -0.0271
C22 1.444 1.520 5.852  -0.0339
C23 0.483 3.674 5.223  -0.0445
C24 1.157 0.769 1.343  -0.0402
H33 2.295 -1.018 2.657  0.0850
H34 2.755 -0.269 4.156  0.0604
H35 1.051 -0.612 3.835  0.0920
H36 3.060 2.592 1.790  0.1275
H37 3.836 1.033 1.997  0.1265
H38 4.083 1.409 4.419  0.1018
H39 4.706 2.794 3.561  0.1125
H40 3.242 3.422 5.515  0.1242
H41 2.740 4.109 3.984  0.1240
H42 0.481 1.012 5.914  0.0923
H43 1.626 2.003 6.813  0.0852
H44 2.221 0.769 5.737  0.0593
H45 0.489 4.542 4.567  0.0795
H46 0.796 4.002 6.214  0.0866
H47 -0.541 3.305 5.293  0.0916
H48 0.201 0.264 1.489  0.0780
H49 1.811 0.103 0.779  0.0869
H50 0.981 1.655 0.736  0.0806



No. 3
An isolated molecule of C4H12N2O at a distorted geometry, computed with ωB97M-V/def2-TZVPD.

The energy relative to the best compared isomer or geometry (same formula, charge and spin) is 318.7 kJ/mol. For the HOMO energy, the calculation gives -8.5 eV. As for the SMILES: C[C@H](O)CNCN. For the HOMO-LUMO gap, the calculation gives 9.481 eV.

Each line ends with the natural charge from an NBO analysis.
Element x y z (Å)
C1 -1.973 -0.227 -2.002  -0.6149
C2 -1.383 0.615 -0.859  0.1129
O1 -0.533 1.636 -1.247  -0.7209
C3 -0.642 -0.401 0.053  -0.2410
N1 0.521 0.031 0.811  -0.6798
C4 1.741 -0.643 1.201  -0.0496
N2 2.555 0.318 1.949  -0.8694
H1 -1.173 -0.674 -2.542  0.2059
H2 -2.374 -0.998 -1.445  0.1996
H3 -2.783 0.277 -2.556  0.2168
H4 -2.143 1.068 -0.453  0.1404
H5 0.144 1.664 -0.617  0.4768
H6 -0.279 -0.984 -0.655  0.1822
H7 -1.355 -0.869 0.666  0.1726
H8 0.348 0.615 1.566  0.3571
H9 2.138 -0.802 0.166  0.1704
H10 1.423 -1.638 1.573  0.1707
H11 3.223 0.874 1.493  0.3937
H12 2.545 0.135 2.900  0.3767